(1)
An isolated molecule of C6H10O3S at a distorted geometry. Source: the Open Molecules 2025 dataset; level of theory: ωB97M-V with the def2-TZVPD basis set.

Values from the calculation:
Highest occupied orbital energy (eV): -8.9
Max |F| (eV/Å): 3.42
Energy above the lowest of the compared OMol25 structures with the same formula, charge and spin (kcal per mole): 56.67

```
20
Properties=species:S:1:pos:R:3:forces:R:3
C 2.454440 0.970555 2.704874 -0.3 0.2 -1.3
C 1.900278 0.608704 1.568209 -2.3 -0.9 1.0
S 0.007451 0.335845 1.536022 1.2 1.5 -1.6
O -0.307302 -0.246265 2.797667 -0.5 0.4 1.4
O -0.581316 1.560434 1.027626 0.2 -0.1 0.7
C -0.478656 -0.989313 0.415298 -0.2 -0.3 3.1
C 0.022286 -0.970575 -0.962223 -0.4 -1.1 -3.2
C -0.826373 -0.000274 -1.733394 0.8 2.1 1.4
C -1.555675 -0.221060 -2.815686 0.5 0.6 0.9
O -2.506353 0.569654 -3.299799 -1.1 1.2 -0.6
H 1.812742 1.249503 3.467332 -1.0 0.3 1.8
H 3.490730 1.150837 2.851054 0.8 -0.1 -0.1
H 2.415710 0.250724 0.746301 0.9 -0.3 -1.8
H -1.645419 -0.964895 0.585318 2.3 -0.2 -0.6
H -0.015861 -1.694657 1.130183 -0.6 -1.0 -1.1
H 1.108756 -0.975548 -1.165985 -0.3 0.8 0.8
H -0.243967 -1.871269 -1.517026 0.0 -0.9 0.7
H -0.847541 0.954452 -1.134186 -0.8 -0.6 -1.2
H -1.477952 -0.993401 -3.512507 0.5 -1.8 -0.4
H -2.725977 1.276549 -2.689077 0.1 0.2 0.2
```
Forces are in eV/Å.


(2)
A structure of composition C37H41As3F7HgN2O3STe at a distorted geometry. Source: the Open Molecules 2025 dataset; level of theory: ωB97M-V with the def2-TZVPD basis set.

Values from the calculation:
Highest occupied orbital energy (spin up / spin down) (eV): -1.5 / -3.7
Charge: -2
Max |F| (eV/Å): 5.39
2S+1: 2
Energy above the lowest of the compared OMol25 structures with the same formula, charge and spin (kcal per mole): 65.77

```
96
Properties=species:S:1:pos:R:3:forces:R:3
Hg -0.067278 0.184068 2.107317 0.6 -0.4 0.1
C -1.412289 -3.550192 2.085509 1.8 1.4 -0.3
As -1.772649 -1.714354 2.624397 0.8 0.1 0.3
C -2.066877 -1.643225 4.566043 -0.2 1.0 -0.5
C -3.534535 -1.501663 1.883543 -0.3 -0.6 -0.7
C -4.511712 -2.315469 2.530471 0.2 2.0 -1.7
C -5.803771 -2.169761 2.056384 0.3 -1.2 1.0
C -6.071731 -1.376916 1.000388 -1.3 1.1 -1.7
C -5.114939 -0.699785 0.252200 0.8 -0.5 0.6
C -3.782868 -0.770201 0.641244 -0.9 -1.2 2.4
As -2.325130 -0.033433 -0.349714 1.3 0.0 -0.3
C -2.997948 1.528868 -1.375435 -1.4 -1.4 -0.9
C -2.049574 -1.573821 -1.603650 -0.6 1.6 1.6
H -2.210596 -3.974194 2.572147 -1.8 -1.8 0.7
H -0.492395 -3.890431 2.581239 -0.2 0.1 -0.4
H -1.410802 -3.634197 0.994228 0.0 0.0 0.3
H -3.011935 -2.039678 4.919085 -0.1 0.0 -0.2
H -2.005401 -0.551108 4.731537 -0.2 -0.4 0.2
H -1.289999 -2.117953 5.131793 0.7 -0.4 0.0
H -4.330867 -2.994062 3.330494 0.6 -0.2 0.6
H -6.609025 -2.764211 2.460832 -0.1 0.0 0.3
H -7.114161 -1.323293 0.702814 0.0 0.1 -0.2
H -5.324532 -0.179669 -0.657003 -0.5 0.3 -0.4
H -2.018364 1.960046 -1.679486 -1.1 0.3 0.1
H -3.677835 2.141190 -0.705235 1.2 -0.5 -0.9
H -3.599476 1.113451 -2.290221 1.1 1.1 1.5
H -2.929151 -2.082446 -1.860793 -1.3 -0.6 -0.5
H -1.472702 -2.167604 -0.956043 0.9 -1.1 0.7
H -1.465475 -1.324133 -2.430450 0.9 0.5 -1.5
C 2.535410 4.024230 4.847408 0.5 -0.3 -2.9
C 1.533637 4.402414 3.756147 1.8 3.6 2.9
C 1.169355 5.729972 3.546162 -0.5 -2.2 -1.3
C -0.049360 5.853103 2.725069 3.4 -0.4 2.2
N -0.643019 4.788598 2.216129 -1.4 -0.4 -1.5
C -0.325658 3.588821 2.460995 0.6 -0.9 1.8
S -1.384247 2.229488 2.030945 0.4 1.1 0.2
N 0.730312 3.421448 3.452588 -3.2 -3.4 -2.6
C -0.528992 7.089021 2.252889 -0.1 2.5 -1.0
H 3.074462 4.932851 5.075467 0.2 0.0 0.7
H 3.259323 3.283931 4.373025 -0.8 0.6 1.1
H 1.904713 3.607197 5.618680 0.5 -0.2 0.7
H 1.860343 6.485590 3.933534 -0.7 0.1 -0.4
H 0.775548 2.497186 3.849242 0.5 0.0 0.1
H -0.125546 7.967316 2.749033 0.2 0.1 -0.1
H -1.563830 7.117295 2.335906 -2.3 0.2 0.8
H -0.500588 7.177068 1.169801 0.9 0.2 -0.5
F 2.415266 0.017551 3.795045 -0.4 0.3 0.1
C 2.099146 0.099220 2.441338 1.0 0.3 -0.1
F 2.808709 -0.988162 1.910085 -0.6 0.8 -0.2
H 2.580721 1.058345 2.095730 -0.1 -1.2 0.1
F -2.935105 -3.898841 7.116457 0.1 0.3 -0.1
Te -1.667805 -5.090351 6.314632 0.6 0.1 -2.1
F -2.619259 -4.549303 4.569360 -0.2 0.0 0.2
F -1.663674 -4.661292 -5.605423 -0.2 -0.3 -0.5
F -0.053221 -3.698821 -6.905701 -0.4 -0.1 0.8
F -1.163792 -5.427197 8.117609 0.5 -0.1 1.5
O -0.173963 -4.171627 5.860772 -1.3 -0.4 0.6
C 0.731496 1.546575 -5.553157 -0.6 -0.1 0.0
C 0.698390 0.149430 -5.358513 -0.5 1.5 -1.9
C 0.914052 -0.296985 -4.100553 -0.1 -2.9 -1.0
C 1.181690 0.524377 -3.058396 0.8 1.5 1.3
C 1.266933 1.894044 -3.224152 -0.5 0.1 -2.0
C 0.973390 2.414983 -4.520632 0.4 -1.3 2.1
As 1.410298 -0.159452 -1.280445 1.0 -0.3 1.0
C 2.835834 -1.408940 -1.706179 -1.4 0.0 -0.2
C 2.579276 -2.537778 -2.465486 -2.5 -0.3 -0.8
C 3.631114 -3.347492 -2.789625 0.3 -0.7 -0.6
C 4.901292 -3.044804 -2.286124 0.8 -1.1 -1.2
C 5.182754 -1.932247 -1.548109 -2.1 0.5 0.2
C 4.090540 -1.074229 -1.292592 1.8 1.8 1.3
C 4.208652 0.334904 -0.670997 -2.7 -0.6 -0.6
C 5.357011 1.016487 -0.293342 -1.8 0.8 -0.9
C 5.198755 2.382564 0.045366 -0.6 -0.5 1.0
C 3.938310 2.985223 0.217240 0.2 -1.2 -0.3
C 2.757580 2.295414 -0.175785 1.9 -0.5 0.3
C 2.877518 0.987044 -0.634887 1.6 -0.1 -0.1
H 0.451884 2.094918 -6.427956 -0.1 -0.5 -1.0
H 0.421421 -0.568542 -6.155063 0.3 0.6 0.5
H 0.903659 -1.397336 -4.097935 -0.3 0.6 0.8
H 1.608198 2.508705 -2.423447 -0.2 0.5 0.4
H 0.833925 3.451532 -4.685393 0.3 1.0 -0.1
H 1.496978 -2.718412 -2.883470 2.3 0.0 1.0
H 3.482608 -4.199131 -3.478579 0.2 0.5 0.6
H 5.731126 -3.668770 -2.624843 -0.2 -0.1 0.3
H 6.138481 -1.753366 -1.141925 1.0 0.3 0.2
H 6.291417 0.515632 -0.436570 0.6 0.1 0.2
H 6.063808 2.939020 0.352078 0.3 0.2 0.1
H 3.868822 3.918214 0.767970 0.0 0.2 -0.5
H 1.825834 2.803192 -0.084896 -0.8 0.1 0.1
C -2.703193 -2.662318 -7.029042 -1.3 -1.1 -1.2
O -1.740636 -2.423757 -6.044265 -1.3 0.7 -0.7
C -0.913131 -3.459226 -5.628911 -1.2 -0.4 -2.7
O -0.334199 -3.225255 -4.631060 2.9 0.5 3.1
H -3.260883 -3.629427 -6.873803 0.3 0.9 0.4
H -2.301328 -2.841256 -8.056253 0.2 0.6 0.6
H -3.474548 -1.834413 -7.086827 1.1 -0.7 0.3
```
Forces are in eV/Å.


(3)
A cluster of 2 separate species, C4H8N2 in total at a distorted geometry. Source: the Open Molecules 2025 dataset; level of theory: ωB97M-V with the def2-TZVPD basis set.

Values from the calculation:
Highest occupied orbital energy (spin up / spin down) (eV): -7.5 / -7.5
Max |F| (eV/Å): 4.35
Energy above the lowest of the compared OMol25 structures with the same formula, charge and spin (kcal per mole): 110.81

```
14
Properties=species:S:1:pos:R:3:forces:R:3
C 1.599107 -1.275099 -0.574437 -1.4 -0.1 0.2
C -1.659612 -0.574399 0.364504 2.7 1.4 0.1
C 0.492526 1.610465 0.121038 1.9 -3.9 0.0
C 0.404530 0.259130 0.939232 -3.6 0.7 -0.3
N -2.199700 0.142774 -0.488280 -0.5 -0.5 0.7
N 0.889978 -0.896349 0.418920 0.8 -1.8 0.1
H 1.492809 -2.355363 -0.845733 0.7 0.9 0.4
H 2.103780 -0.626075 -1.283904 0.2 0.3 -0.1
H -1.736889 -1.649130 0.644215 -0.1 0.7 0.1
H -0.117525 2.409300 0.393031 -0.4 1.4 1.2
H 1.602402 1.749762 -0.054438 -1.3 0.6 0.2
H 0.050033 1.283128 -0.805518 0.1 0.0 -0.8
H 0.133028 0.200237 2.038899 0.8 0.3 -1.4
H -3.054467 -0.278385 -0.867530 0.1 0.0 -0.3
```
Forces are in eV/Å.